Density functional theory data (wB97M-V/def2-TZVPD) for 5 unconnected molecules or ions with the total composition H10O5.

The geometry in XYZ format:
```
15
Properties=species:S:1:pos:R:3:forces:R:3
O -29.800639 -5.451618 10.306919 0.4 0.1 -0.3
H -29.332791 -4.749031 10.774844 -0.1 0.0 0.0
H -29.960517 -5.093072 9.423793 -0.1 0.0 0.0
O -27.234803 -4.156023 7.168828 0.1 -0.1 0.2
H -28.026713 -4.562832 7.550617 0.1 0.1 -0.4
H -26.613821 -4.883147 7.055219 0.0 0.1 0.0
O -29.420467 -8.275252 11.198458 0.1 0.2 0.1
H -29.415695 -7.324539 11.012752 0.0 -0.1 -0.1
H -29.124745 -8.353344 12.111238 0.0 0.0 -0.1
O -32.165398 -5.524416 11.785183 0.2 -0.2 -0.2
H -31.485101 -5.846307 11.159738 -0.4 0.3 0.5
H -31.802882 -5.702657 12.658155 -0.1 -0.1 0.0
O -29.869545 -5.142003 6.953478 -0.1 -0.4 0.3
H -29.832616 -6.089872 7.138831 -0.1 0.1 -0.1
H -29.962984 -5.082039 5.995896 0.1 0.1 0.1
```
Positions in Å, forces in eV/Å.

Calculated values
- charge = 0
- molecular weight (g/mol) = 90.07
- lowest unoccupied orbital energy (hartree) = 0.0067
- spin multiplicity = 1
- SMILES string = O.O.O.O.O

These are the Löwdin partial charges, in e, on atoms 1 to 2:
1 O -0.044
2 H 0.079



Density functional theory data (wB97M-V/def2-TZVPD) for 5 unconnected molecules or ions with the total composition H10O5 in a non-equilibrium geometry.

The geometry in XYZ format:
```
15
Properties=species:S:1:pos:R:3:forces:R:3
O 1.881473 0.636785 0.660734 0.1 -0.2 0.2
H 1.879406 1.426015 0.119123 -0.2 0.3 -0.2
H 2.808592 0.436996 0.790217 0.4 0.1 0.0
O -2.046683 2.092543 0.324753 -0.6 1.2 0.0
H -2.878183 1.914170 -0.114584 -0.2 0.1 0.0
H -1.567853 1.265070 0.277322 0.5 -0.6 0.1
O -0.887466 -0.487954 -2.738992 0.2 0.0 0.2
H -0.832301 -1.443559 -2.742723 0.1 -0.3 -0.1
H -1.752624 -0.296095 -3.100829 -0.3 0.2 -0.1
O -0.768371 -0.143147 0.185472 -0.1 -0.6 0.2
H 0.095684 -0.288240 0.570946 0.3 0.1 0.2
H -0.688460 -0.467345 -0.711600 -0.1 0.1 -0.6
O 1.611709 -1.933814 2.102219 0.1 -0.3 -0.1
H 1.987889 -1.234375 1.567895 -0.1 0.1 -0.1
H 1.157186 -1.477051 2.810046 -0.1 0.1 0.2
```
Positions in Å, forces in eV/Å.

Calculated values
- charge = 0
- molecular weight (g/mol) = 90.07
- lowest unoccupied orbital energy (hartree) = 0.0125
- spin multiplicity = 1
- SMILES string = O.O.O.O.O

These are the Löwdin partial charges, in e, on atoms 1 to 2:
1 O -0.039
2 H 0.068



Density functional theory data (wB97M-V/def2-TZVPD) for 5 unconnected molecules or ions with the total composition H10O5 in a non-equilibrium geometry.

The geometry in XYZ format:
```
15
Properties=species:S:1:pos:R:3:forces:R:3
O 1.976806 -1.131066 -0.151066 -0.5 -0.4 0.0
H 2.474945 -1.692915 0.454101 -0.2 0.2 -0.1
H 1.039133 -1.469943 -0.113679 0.7 0.0 0.2
O -0.405813 -2.358893 0.173444 -0.3 0.2 -0.3
H -0.495306 -2.877120 -0.643013 -0.2 0.4 0.4
H -1.089243 -1.629405 0.163484 0.4 -0.5 -0.2
O -2.141046 -0.317211 0.075707 -0.2 0.7 0.1
H -2.969282 -0.437451 0.557011 0.2 0.1 -0.1
H -1.917327 0.661743 0.129696 -0.2 -1.0 0.0
O -1.411380 2.216847 0.376486 1.3 0.3 -0.3
H -1.757338 2.962317 -0.119219 -0.2 0.1 -0.1
H -0.443011 2.241882 0.173625 -0.8 -0.2 0.3
O 2.128582 1.507498 -0.535138 -0.3 0.2 0.0
H 2.951399 1.793315 -0.123602 -0.2 -0.2 -0.1
H 2.058874 0.530400 -0.417839 0.4 0.4 0.1
```
Positions in Å, forces in eV/Å.

Calculated values
- charge = 0
- molecular weight (g/mol) = 90.07
- lowest unoccupied orbital energy (hartree) = 0.0251
- spin multiplicity = 1
- SMILES string = O.O.O.O.O

These are the Löwdin partial charges, in e, on atoms 1 to 2:
1 O -0.081
2 H 0.059



Density functional theory data (wB97M-V/def2-TZVPD) for 5 unconnected molecules or ions with the total composition H10O5.

The geometry in XYZ format:
```
15
Properties=species:S:1:pos:R:3:forces:R:3
O -0.417997 0.054466 0.314183 -0.1 0.2 0.3
H -1.070882 0.774124 0.351333 -0.1 -0.2 -0.1
H -0.259364 -0.214956 1.235835 0.2 0.1 -0.1
O 0.753907 -0.802907 2.776861 -0.1 -0.2 0.0
H 0.794008 -1.765351 2.741871 0.0 0.0 0.0
H 1.632157 -0.523632 3.053322 0.0 0.0 -0.1
O -2.351100 1.852907 -0.748352 0.2 0.0 0.0
H -2.090437 2.777577 -0.824096 0.0 0.0 0.0
H -1.898901 1.411081 -1.478340 -0.1 0.1 -0.1
O 1.477605 1.170664 -1.578057 -0.2 0.2 0.1
H 0.858066 0.996040 -0.850829 0.2 -0.2 -0.1
H 2.274668 0.689600 -1.340538 0.0 -0.1 0.0
O 0.385310 -2.399548 -1.141436 0.1 0.0 0.1
H 0.161273 -1.597642 -0.648358 -0.1 0.1 -0.1
H -0.248315 -2.422416 -1.863394 0.0 0.0 0.0
```
Positions in Å, forces in eV/Å.

Calculated values
- charge = 0
- molecular weight (g/mol) = 90.07
- lowest unoccupied orbital energy (hartree) = 0.0151
- spin multiplicity = 1
- SMILES string = O.O.O.O.O

These are the Löwdin partial charges, in e, on atoms 1 to 2:
1 O -0.079
2 H 0.029



Density functional theory data (wB97M-V/def2-TZVPD) for 5 unconnected molecules or ions with the total composition H10O5 in a non-equilibrium geometry.

The geometry in XYZ format:
```
15
Properties=species:S:1:pos:R:3:forces:R:3
O 21.289602 13.338137 5.212504 -0.1 0.7 0.1
H 21.942918 13.496644 5.885693 0.4 0.4 0.4
H 21.473414 12.432974 4.963132 0.2 -0.8 -0.1
O 19.736414 12.840776 2.754327 0.3 -0.5 0.4
H 20.191380 12.905095 3.616671 -0.4 0.5 -0.8
H 20.380122 13.080079 2.079351 0.0 0.1 0.2
O 21.701058 10.759010 4.740671 0.7 0.0 -1.5
H 20.812389 10.515118 4.898642 -1.8 -0.5 1.3
H 21.644665 10.634159 3.779030 0.9 0.2 -0.1
O 18.906647 14.702588 5.481329 -0.4 0.7 -0.1
H 19.774512 14.335606 5.651446 0.2 -0.4 0.0
H 18.264084 14.118363 5.879780 -0.1 -0.2 0.1
O 23.265950 9.527400 6.761813 0.4 -0.6 0.7
H 23.286285 8.708389 6.250206 -0.1 0.4 0.0
H 22.972695 10.229631 6.189483 -0.2 0.0 -0.6
```
Positions in Å, forces in eV/Å.

Calculated values
- charge = 0
- molecular weight (g/mol) = 90.07
- lowest unoccupied orbital energy (hartree) = 0.0018
- spin multiplicity = 1
- SMILES string = O.O.O.O.O

These are the Löwdin partial charges, in e, on atoms 1 to 2:
1 O -0.053
2 H 0.065



Density functional theory data (wB97M-V/def2-TZVPD) for 5 unconnected molecules or ions with the total composition H10O5 in a non-equilibrium geometry.

The geometry in XYZ format:
```
15
Properties=species:S:1:pos:R:3:forces:R:3
O 0.173600 0.191600 -0.093533 3.5 0.5 0.6
H -0.283400 0.081600 0.705467 -1.5 0.0 1.9
H -0.401400 0.164600 -0.801533 -1.9 -0.4 -2.3
O 2.168600 2.045600 -0.667533 3.4 4.6 -0.5
H 1.585600 1.461600 -0.338533 -3.5 -3.7 1.6
H 2.209600 2.716600 0.059467 0.2 -0.7 -1.2
O -1.347400 -0.777400 -2.266533 0.9 3.3 -1.9
H -1.755400 0.124600 -2.174533 0.2 -1.6 -0.2
H -1.746400 -1.347400 -1.671533 -1.4 -1.6 1.9
O 1.065600 -2.428400 0.300467 1.7 -2.3 -2.8
H 1.510600 -2.806400 -0.565533 -1.3 0.6 2.8
H 0.959600 -1.543400 -0.014533 -0.4 1.6 0.0
O -1.458400 0.568600 2.184467 0.6 -1.2 1.9
H -1.191400 0.003600 3.024467 -0.9 2.5 -2.4
H -1.489400 1.544600 2.319467 0.3 -1.4 0.6
```
Positions in Å, forces in eV/Å.

Calculated values
- charge = 0
- molecular weight (g/mol) = 90.07
- lowest unoccupied orbital energy (hartree) = 0.0074
- spin multiplicity = 1
- SMILES string = O.O.O.O.O

These are the Löwdin partial charges, in e, on atoms 1 to 2:
1 O -0.004
2 H -0.004



Density functional theory data (wB97M-V/def2-TZVPD) for 5 unconnected molecules or ions with the total composition H10O5 in a non-equilibrium geometry.

The geometry in XYZ format:
```
15
Properties=species:S:1:pos:R:3:forces:R:3
O 0.363339 1.180222 0.603385 -0.7 -0.2 -0.4
H -0.328790 0.497391 0.517266 0.5 0.4 0.0
H 1.129449 0.756953 0.982675 0.2 -0.1 0.3
O -1.107863 2.942870 -3.651453 -1.4 -2.1 2.7
H -1.251801 1.970862 -3.444457 0.0 1.8 0.4
H -0.761028 2.809552 -4.485187 1.4 0.3 -3.1
O 0.169801 -0.128723 3.946822 2.2 -1.5 -3.7
H -0.264599 0.145097 4.685573 -1.7 0.8 3.4
H 0.610974 -0.981373 4.086032 -0.4 0.6 0.4
O 2.713727 -1.445929 -0.416732 0.5 -1.7 -0.6
H 2.401293 -2.373485 -0.476365 0.6 0.7 -0.1
H 1.999364 -1.053410 0.043846 -1.1 1.0 0.6
O -1.761803 -1.049795 -0.784352 -0.3 0.4 -2.6
H -1.828290 -1.647921 -0.085932 -0.1 -1.4 2.2
H -2.083771 -1.622312 -1.521122 0.4 1.0 0.5
```
Positions in Å, forces in eV/Å.

Calculated values
- charge = 0
- molecular weight (g/mol) = 90.08
- lowest unoccupied orbital energy (hartree) = 0.0054
- spin multiplicity = 1
- SMILES string = O.O.O.O.O

These are the Löwdin partial charges, in e, on atoms 1 to 2:
1 O -0.051
2 H 0.019



Density functional theory data (wB97M-V/def2-TZVPD) for 5 unconnected molecules or ions with the total composition H10O5 in a non-equilibrium geometry.

The geometry in XYZ format:
```
15
Properties=species:S:1:pos:R:3:forces:R:3
O 2.680615 -0.584089 0.807935 -0.3 -0.1 0.2
H 3.562395 -0.290279 0.579085 0.2 0.3 -0.1
H 2.636275 -1.484179 0.485285 0.0 -0.3 0.0
O -2.038225 -0.682949 -1.049295 0.4 -0.3 0.5
H -2.333145 -0.601479 -0.142315 -0.2 0.1 0.4
H -2.301475 -1.565869 -1.308865 0.0 -0.4 -0.1
O 0.099135 0.813721 0.039035 -0.1 0.3 0.2
H 0.662465 0.101541 0.341855 0.5 0.0 0.1
H -0.611095 0.375251 -0.429525 0.0 0.0 -0.3
O -3.504495 0.355771 -2.876355 -0.8 0.3 -0.7
H -2.934305 0.125581 -2.142785 0.2 0.1 0.2
H -3.119545 -0.092509 -3.629405 0.0 0.0 -0.3
O 2.770745 1.293691 3.149855 0.2 0.1 0.2
H 1.983365 1.701481 3.510355 -0.2 0.2 0.1
H 2.447285 0.534311 2.665145 -0.1 -0.3 -0.3
```
Positions in Å, forces in eV/Å.

Calculated values
- charge = 0
- molecular weight (g/mol) = 90.07
- lowest unoccupied orbital energy (hartree) = 0.0045
- spin multiplicity = 1
- SMILES string = O.O.O.O.O

These are the Löwdin partial charges, in e, on atoms 1 to 2:
1 O -0.033
2 H 0.060